(1)
{"formula": "C4H39N2O13", "method": "ωB97M-V/def2-TZVPD", "charge": 1, "orbital_gap_ev": 9.6, "multiplicity": 1, "de_lowest_kcal_mol": 75.1, "elements": ["N", "C", "C", "N", "C", "C", "H", "H", "H", "H", "H", "H", "H", "H", "H", "H", "H", "H", "H", "H", "H", "O", "H", "H", "O", "H", "H", "O", "H", "H", "O", "H", "H", "O", "H", "H", "O", "H", "H", "O", "H", "H", "O", "H", "H", "O", "H", "H", "O", "H", "H", "O", "H", "H", "O", "H", "H", "O"], "positions_angstrom": [[1.4228, 1.2504, 2.5020], [1.4008, 0.1410, 1.5096], [0.3101, -0.8807, 1.7676], [-0.9303, -0.4306, 1.1410], [-1.1083, -0.7637, -0.2564], [-2.3482, -0.0481, -0.8083], [2.0264, 2.0416, 2.2008], [1.5281, 0.8934, 3.4428], [0.4413, 1.6657, 2.5794], [1.1946, 0.6493, 0.5613], [2.3951, -0.2241, 1.2475], [0.1741, -1.0838, 2.8201], [0.6120, -1.8084, 1.2665], [-1.7336, -0.8190, 1.6226], [-1.3396, -1.8348, -0.3660], [-0.2576, -0.6132, -0.9219], [-2.4416, -0.1503, -1.8839], [-3.2090, -0.6166, -0.4157], [-2.6323, 0.8341, -0.2431], [5.4830, 0.9978, -1.0802], [5.1119, 2.5571, -1.1084], [4.8303, 1.6698, -0.8718], [-1.8117, -0.4473, 4.1510], [-0.8170, 0.1012, 5.1747], [-1.0464, 0.1449, 4.2392], [-0.5316, 3.3333, 0.0782], [0.8251, 2.8172, -0.4926], [0.4221, 3.4254, 0.1522], [-1.3515, 1.7136, 1.5549], [-1.8307, 1.8294, 3.0890], [-1.1996, 2.1012, 2.4214], [3.9302, 2.1673, 0.8434], [3.1423, 3.4921, 0.7135], [3.4089, 2.8047, 1.3474], [1.4117, 1.3358, -2.4589], [2.4738, 1.1728, -1.4493], [1.6364, 1.6566, -1.5751], [2.8986, -1.3354, -3.4589], [4.0712, -0.3466, -3.9142], [3.6016, -0.7362, -3.1834], [-5.6625, -1.6788, 0.0854], [-4.6943, -2.6808, -0.4335], [-4.8556, -2.1388, 0.3495], [2.0202, 4.8610, -0.6602], [2.2833, 3.5802, -1.3321], [2.7703, 4.3440, -0.9890], [-4.4914, -0.4247, 4.0456], [-4.1208, -1.3281, 2.8500], [-3.7741, -0.9231, 3.6452], [-3.9563, -2.4706, -4.2450], [-4.0708, -3.7147, -3.5474], [-3.6847, -2.8387, -3.3909], [-1.4104, -4.3302, -3.3422], [-0.2496, -5.2293, -2.8261], [-0.4930, -4.5703, -3.4784], [1.5047, -3.7591, -2.5671], [1.0269, -2.5153, -3.3552], [1.6943, -2.8398, -2.7463]], "forces_ev_per_a": [[-1.724, 0.117, 0.199], [0.094, 0.993, -1.341], [0.310, -0.502, -1.261], [-0.119, 0.425, 0.381], [-0.850, -0.573, -0.884], [-1.077, -1.635, 1.454], [0.708, -0.341, 0.191], [0.853, 0.111, 0.224], [0.236, -0.332, -0.473], [-0.488, -0.062, 0.127], [0.150, -0.360, 1.092], [-0.068, 0.050, 0.114], [0.250, -0.137, 0.255], [0.085, 0.109, 0.200], [0.316, -0.107, -0.012], [0.413, 0.460, 0.577], [0.073, 0.852, -0.096], [0.178, -0.413, -0.400], [0.803, 1.157, -0.896], [0.277, 0.337, -0.206], [0.438, -0.129, -0.212], [-0.905, -0.239, 0.401], [-0.132, 0.114, -0.031], [-0.081, -0.003, 0.021], [-0.052, -0.244, 0.563], [-0.009, 0.035, -0.064], [-0.540, -0.057, 0.213], [0.124, -0.059, 0.137], [-0.463, -0.701, 0.287], [-0.127, -0.510, -0.249], [0.660, 1.578, -0.055], [0.194, 0.128, -0.248], [0.153, -0.011, -0.218], [-0.376, -0.117, 0.484], [-0.340, 0.281, -0.011], [0.116, 0.323, 0.278], [0.612, -0.751, -0.545], [0.415, -0.198, -0.223], [-0.110, -0.140, -0.621], [-0.202, 0.409, 1.049], [0.011, 0.107, 0.271], [0.280, -0.086, 0.141], [-0.308, -0.003, -0.301], [0.243, 0.268, 0.072], [0.503, -0.090, -0.335], [-0.407, -0.049, 0.117], [-0.098, -0.041, -0.053], [-0.281, -0.176, -0.274], [0.505, 0.159, 0.213], [0.342, 0.675, 0.206], [0.187, -0.144, 0.644], [-0.510, -0.643, -0.800], [-0.227, -0.013, 0.212], [-0.348, -0.205, 0.100], [0.384, 0.152, -0.318], [-0.265, -0.091, -0.293], [-0.374, -0.596, 0.024], [0.567, 0.917, 0.177]]}

(2)
{"formula": "C15H23FN5O6", "method": "ωB97M-V/def2-TZVPD", "charge": 1, "orbital_gap_ev": 5.5, "multiplicity": 1, "elements": ["N", "C", "C", "C", "C", "C", "O", "N", "O", "N", "N", "C", "O", "N", "C", "O", "F", "H", "H", "H", "H", "H", "H", "H", "C", "C", "C", "O", "C", "H", "H", "H", "H", "H", "H", "H", "H", "C", "C", "C", "O", "C", "H", "H", "H", "H", "H", "H", "H", "H"], "positions_angstrom": [[-0.9510, -2.2877, -0.6510], [-2.0215, -1.3957, -0.8242], [-3.3382, -1.7634, -0.4976], [-4.2586, -0.7847, -0.6645], [-3.8209, 0.4645, -1.1402], [-4.8768, 1.5670, -1.2403], [-5.4424, 1.6447, 0.0819], [-4.3466, 1.8192, 0.9567], [-4.3910, 1.0686, 1.8370], [-2.6225, 0.7990, -1.4878], [-1.7637, -0.2046, -1.2974], [-0.3398, 0.1374, -1.6540], [0.2568, -0.4304, -2.4978], [0.1692, 1.2239, -0.9274], [1.4159, 0.9330, -0.2898], [2.3818, 1.6010, -0.4626], [1.4662, -0.0989, 0.5515], [-1.3150, -3.2074, -0.8835], [-0.7274, -2.3500, 0.3438], [-3.5878, -2.7458, -0.1333], [-5.3025, -0.9212, -0.4265], [-4.4180, 2.5303, -1.4585], [-5.6448, 1.3310, -1.9682], [-0.5145, 1.6275, -0.2930], [5.6439, 0.3924, -2.1995], [4.3307, -0.1658, -2.7309], [4.2416, 0.4940, -4.0990], [5.5836, 0.6821, -4.5486], [6.4885, 0.4487, -3.4639], [6.0945, -0.2126, -1.4140], [5.4878, 1.3999, -1.8064], [4.4053, -1.2507, -2.8422], [3.4732, 0.0527, -2.0992], [3.7626, 1.4780, -4.0349], [3.6957, -0.1103, -4.8251], [6.9972, -0.5040, -3.6441], [7.2366, 1.2410, -3.4374], [-0.1517, -0.2689, 4.9202], [-1.5853, 0.2404, 5.0281], [-2.0725, 0.1070, 3.5955], [-1.3650, -1.0050, 3.0192], [-0.2900, -1.3853, 3.8964], [0.2644, -0.6120, 5.8651], [0.4948, 0.5205, 4.5293], [-2.1638, -0.4147, 5.6828], [-1.6636, 1.2567, 5.4092], [-1.8314, 1.0005, 3.0079], [-3.1426, -0.0718, 3.5299], [-0.5608, -2.3315, 4.3744], [0.6193, -1.5388, 3.3137]], "forces_ev_per_a": [[-0.487, 0.012, 0.188], [0.282, -1.768, 0.681], [-0.327, 0.727, -0.402], [0.099, -0.474, 0.072], [-2.096, 1.641, -1.052], [0.851, 0.368, 0.800], [-0.867, -0.703, -0.636], [0.644, 0.420, 0.181], [-0.422, 0.165, 0.443], [0.251, -0.928, 0.516], [1.451, 0.654, -0.564], [0.955, 0.720, -0.334], [-0.527, -0.278, 0.174], [-1.172, -1.648, 0.735], [2.449, 1.937, -0.427], [-0.951, -0.617, 0.215], [-0.999, -0.194, -0.343], [0.308, -0.166, -0.124], [0.290, 0.283, 0.023], [0.166, -0.129, 0.071], [-0.089, 0.060, 0.047], [0.133, -0.110, -0.358], [-0.271, -0.008, 0.188], [0.164, 0.194, 0.074], [-0.033, 0.190, 0.078], [0.047, -0.257, -0.056], [0.000, 0.202, -0.042], [-0.047, -0.043, 0.163], [0.050, -0.165, -0.107], [0.011, -0.018, -0.026], [0.011, -0.013, 0.009], [-0.016, 0.009, -0.009], [0.002, 0.033, -0.010], [-0.087, -0.041, 0.031], [0.059, 0.018, -0.055], [0.050, 0.014, 0.068], [-0.026, 0.024, -0.082], [0.068, 0.152, -0.132], [-0.016, -0.187, 0.086], [0.118, 0.046, -0.065], [0.015, 0.084, -0.127], [-0.010, -0.195, 0.149], [-0.016, -0.022, -0.011], [0.027, -0.022, 0.025], [-0.022, 0.031, -0.011], [0.014, 0.003, -0.031], [-0.058, 0.069, 0.061], [0.020, -0.095, -0.021], [0.052, 0.009, 0.021], [-0.047, 0.012, -0.075]]}

(3)
{"formula": "CH4INS", "method": "ωB97M-V/def2-TZVPD", "charge": 0, "orbital_gap_ev": [7.0, 8.0], "multiplicity": 1, "de_lowest_kcal_mol": 50.0, "elements": ["C", "N", "S", "I", "H", "H", "H", "H"], "positions_angstrom": [[0.0884, -0.3176, 0.3780], [-0.2871, -1.1598, -0.8268], [0.4154, -0.6626, -2.1778], [-2.9018, -1.9114, -0.7556], [1.1609, -0.1420, 0.1838], [-0.3782, 0.6054, 0.6790], [-0.0573, -1.0418, 1.1679], [0.6382, 0.5818, -1.9060]], "forces_ev_per_a": [[0.952, -2.057, -0.811], [-0.413, 0.861, 1.318], [-0.448, -1.399, -1.266], [0.397, 0.259, -0.009], [-0.331, 0.107, 0.754], [-0.759, 0.364, -0.758], [0.213, 0.154, 0.567], [0.389, 1.711, 0.204]]}

(4)
{"formula": "C8H19BCuNO10V2", "method": "ωB97M-V/def2-TZVPD", "charge": 0, "orbital_gap_ev": [7.4, 8.1], "multiplicity": 3, "s_squared": 2.058, "de_lowest_kcal_mol": 0.0, "elements": ["O", "V", "O", "V", "Cu", "C", "O", "O", "O", "C", "O", "O", "O", "B", "H", "H", "H", "H", "C", "O", "C", "C", "N", "C", "C", "O", "C", "H", "H", "H", "H", "H", "H", "H", "H", "H", "H", "H", "H", "H", "H", "H"], "positions_angstrom": [[12.4534, 15.4109, 12.8798], [11.5624, 15.2580, 11.6018], [9.0806, 19.1064, 10.6315], [9.4002, 17.6197, 10.1594], [7.9811, 13.2991, 12.2867], [11.8526, 16.8980, 9.4848], [11.3615, 18.1016, 9.4016], [12.8070, 16.5819, 10.2735], [10.8817, 16.0520, 9.6105], [9.1114, 15.9974, 12.3007], [9.5661, 14.7978, 12.4439], [8.1431, 16.3614, 11.4962], [10.0623, 16.8453, 12.1419], [12.1015, 13.0655, 11.0591], [11.7950, 13.1068, 12.1743], [12.3655, 11.9521, 10.7450], [11.1747, 13.4736, 10.4596], [12.9807, 13.8177, 10.9067], [3.2718, 14.9944, 9.6012], [3.7662, 14.7112, 10.8857], [4.9431, 15.4242, 11.1977], [5.4122, 14.9913, 12.5582], [5.7664, 13.5462, 12.4790], [5.5288, 12.8236, 13.7554], [6.2945, 13.4361, 14.9026], [7.6626, 13.4542, 14.5493], [8.4085, 14.2947, 15.4289], [3.9573, 14.6244, 8.8287], [3.0606, 16.0594, 9.4638], [2.3319, 14.4633, 9.4543], [4.8686, 16.5017, 11.0260], [5.7125, 15.0985, 10.4718], [4.5836, 15.1568, 13.2545], [6.3232, 15.5447, 12.7745], [5.0255, 13.2029, 11.8677], [5.8099, 11.7829, 13.5905], [4.4598, 12.8482, 13.9993], [6.1057, 12.8229, 15.7893], [5.9344, 14.4524, 15.0884], [8.1859, 15.3452, 15.2273], [9.4715, 14.1140, 15.2916], [8.1806, 14.0438, 16.4679]], "forces_ev_per_a": [[-0.806, 0.396, -1.052], [1.883, -0.018, 0.702], [0.091, -2.506, -1.335], [2.323, 1.506, 3.314], [-0.252, 0.895, 0.191], [-1.365, 1.370, 6.751], [-0.131, 0.624, -1.731], [1.119, 0.075, -1.549], [-3.520, -2.495, -1.208], [1.791, 0.033, -6.848], [-2.048, -1.020, 1.440], [-1.652, -1.063, 0.997], [2.554, 2.012, 0.365], [-0.392, -0.664, -0.171], [-0.422, -0.159, 1.644], [0.137, -0.126, -0.242], [-1.216, 0.472, -0.946], [1.097, 1.009, -0.245], [-0.216, -0.251, -0.427], [-0.445, 0.199, 0.487], [0.911, -0.639, -1.323], [0.142, 0.039, -0.273], [-0.182, -0.090, 0.184], [-0.292, 0.276, -0.229], [-0.293, -0.346, -0.409], [0.181, 0.039, 0.255], [0.313, -0.177, 0.147], [0.100, 0.264, 0.007], [0.220, 0.033, 0.008], [0.016, -0.061, 0.253], [-0.356, 0.070, 0.534], [0.064, 0.143, 0.118], [0.267, 0.050, 0.274], [-0.295, 0.259, 0.415], [0.516, -0.383, -0.345], [0.068, -0.014, 0.151], [0.041, -0.013, 0.093], [0.220, 0.125, 0.146], [0.068, 0.028, 0.087], [-0.037, 0.020, 0.095], [-0.047, -0.014, -0.308], [-0.157, 0.106, -0.018]]}

(5)
{"formula": "C5H13NO", "method": "ωB97M-V/def2-TZVPD", "charge": 0, "orbital_gap_ev": 9.4, "smiles": "CN1CCCC1.O", "multiplicity": 1, "de_lowest_kcal_mol": 52.1, "elements": ["C", "N", "C", "C", "C", "C", "H", "H", "H", "H", "H", "H", "H", "H", "H", "H", "H", "H", "H", "O"], "positions_angstrom": [[-0.6491, 0.7514, 0.6574], [0.1153, 0.0956, -0.3867], [-0.6960, -0.0032, -1.7533], [0.7949, -1.1011, 0.1177], [0.3182, -1.0267, 1.6616], [-0.9978, -0.2745, 1.6940], [-1.4285, 1.2327, 0.0791], [0.0214, 1.3853, 1.2164], [-1.1283, 0.9571, -2.0296], [-1.5449, -0.6999, -1.6522], [0.0357, -0.3211, -2.5034], [1.8729, -1.0883, -0.0138], [0.2981, -1.9346, -0.4500], [1.2067, -0.7273, 2.1619], [0.2288, -2.1559, 2.0398], [-1.7976, -1.0966, 1.4166], [-1.1910, 0.1434, 2.7452], [1.5717, 1.1881, -1.3671], [1.0908, 2.6296, -1.8029], [1.8788, 2.0458, -1.8307]], "forces_ev_per_a": [[-0.174, -0.144, -0.775], [-0.450, 0.852, -3.161], [1.414, -0.682, 2.397], [-3.098, -0.016, 0.481], [1.049, -5.094, -0.952], [-0.892, -1.936, 1.182], [-0.412, 0.689, 0.878], [0.004, 1.151, -0.157], [0.397, 0.163, 0.178], [0.385, -0.114, -0.091], [-0.442, -0.015, 0.033], [0.057, -0.058, 0.034], [0.909, 0.074, 0.771], [0.235, 1.232, 0.981], [-0.069, 2.299, -0.685], [1.161, 2.010, 0.425], [0.004, -0.539, -1.655], [0.199, 1.932, -0.678], [0.736, -0.675, 0.061], [-1.015, -1.128, 0.732]]}

(6)
{"formula": "C19H32N6O2RuS3", "method": "ωB97M-V/def2-TZVPD", "charge": 1, "orbital_gap_ev": [7.5, 6.9], "multiplicity": 6, "s_squared": 8.830, "de_lowest_kcal_mol": 13.6, "elements": ["Ru", "C", "S", "C", "S", "N", "N", "C", "C", "C", "C", "C", "C", "N", "H", "H", "H", "H", "H", "H", "H", "H", "N", "C", "C", "O", "O", "H", "H", "H", "H", "C", "C", "C", "C", "N", "C", "S", "N", "C", "C", "C", "C", "H", "H", "H", "H", "H", "H", "H", "H", "H", "H", "H", "H", "H", "H", "H", "H", "H", "H", "H", "H"], "positions_angstrom": [[1.4258, -1.5051, 0.1767], [-3.1386, -3.7160, 1.8764], [-2.1519, -2.7774, 3.0533], [-0.7266, -2.4170, 2.1579], [-0.5278, -2.8258, 0.4795], [0.2148, -1.8297, 2.8792], [1.3066, -1.5343, 2.2325], [2.2897, -0.8638, 3.0013], [3.5424, -1.2367, 2.9714], [4.7584, -1.6971, 3.2361], [5.9746, -1.5866, 2.5097], [6.2964, -1.2425, 1.1740], [5.6643, -0.9315, 0.0158], [3.4353, -1.8324, 0.3386], [-4.0553, -3.9714, 2.4023], [-2.6203, -4.6250, 1.5827], [-3.3733, -3.1142, 1.0019], [1.9521, -0.0150, 3.5891], [4.8420, -2.2488, 4.1690], [6.8401, -1.8906, 3.0827], [7.3667, -1.2722, 0.9969], [6.2577, -0.7552, -0.8677], [4.2286, -0.7865, -0.2509], [4.0196, -0.6272, -1.7410], [2.5411, -0.4039, -2.1009], [2.2118, 0.6128, -2.6551], [1.7750, -1.4170, -1.7920], [3.8945, 0.0718, 0.2060], [3.7365, -2.6984, -0.1120], [4.3670, -1.5547, -2.1967], [4.6222, 0.2147, -2.0725], [-3.0849, 1.8291, 1.8991], [-3.2889, 3.2828, 1.4713], [-3.1038, 3.5330, -0.0302], [-1.6734, 3.8738, -0.4538], [-0.6439, 2.9446, 0.0067], [-0.4700, 1.6867, -0.4078], [0.6716, 0.7921, 0.5521], [-1.1649, 1.2621, -1.4449], [-1.1894, -0.0604, -2.0620], [-2.5714, -0.6938, -1.9783], [-3.6863, 0.0903, -2.6701], [-3.4299, 0.3599, -4.1502], [-3.3299, 1.7001, 2.9530], [-2.0570, 1.4899, 1.7657], [-3.7363, 1.1662, 1.3250], [-2.6188, 3.9365, 2.0378], [-4.3017, 3.5815, 1.7445], [-3.7145, 4.3829, -0.3414], [-3.4845, 2.6711, -0.5831], [-1.4038, 4.8420, -0.0349], [-1.6042, 3.9796, -1.5409], [-0.0965, 3.2080, 0.8108], [-1.7751, 1.9418, -1.8756], [-0.4535, -0.6791, -1.5689], [-0.8609, 0.0462, -3.0964], [-2.8231, -0.8482, -0.9249], [-2.4953, -1.6847, -2.4335], [-3.8627, 1.0356, -2.1469], [-4.6127, -0.4766, -2.5611], [-2.5752, 1.0198, -4.3094], [-4.2955, 0.8334, -4.6107], [-3.2330, -0.5696, -4.6855]], "forces_ev_per_a": [[0.045, -0.526, 0.064], [0.061, 0.048, -0.012], [0.067, 0.023, -0.033], [0.018, -0.133, -0.259], [-0.060, 0.050, -0.005], [-0.182, 0.118, 0.293], [0.238, 0.119, -0.161], [0.059, -0.081, -0.095], [-0.022, -0.025, 0.182], [0.120, 0.094, -0.191], [-0.151, -0.027, -0.008], [-0.104, 0.000, 0.041], [0.166, 0.008, 0.043], [-0.104, -0.121, 0.122], [-0.013, 0.001, 0.025], [-0.012, -0.014, -0.010], [-0.011, -0.004, -0.009], [-0.030, -0.026, 0.033], [-0.029, 0.005, 0.024], [0.031, -0.015, -0.009], [0.017, 0.005, 0.019], [-0.023, 0.024, -0.030], [-0.017, 0.068, -0.067], [-0.010, 0.033, 0.100], [0.293, 0.089, -0.095], [-0.098, -0.003, -0.100], [-0.469, -0.067, 0.031], [0.023, -0.043, -0.033], [0.058, 0.134, 0.019], [0.051, 0.032, 0.025], [-0.051, 0.030, -0.001], [0.022, 0.055, -0.006], [0.013, -0.064, -0.028], [0.020, -0.004, 0.076], [-0.022, -0.015, -0.023], [-0.053, 0.038, 0.100], [0.183, -0.018, -0.114], [-0.028, 0.222, 0.142], [-0.055, 0.035, 0.004], [-0.037, -0.019, -0.043], [0.019, 0.007, 0.020], [0.035, -0.018, -0.033], [-0.037, -0.004, 0.080], [-0.015, -0.005, 0.012], [0.010, -0.013, -0.021], [-0.006, -0.010, -0.003], [-0.006, 0.030, 0.017], [-0.002, 0.016, 0.008], [-0.006, 0.000, -0.028], [-0.001, -0.043, -0.034], [0.036, 0.007, -0.027], [0.017, 0.032, 0.006], [-0.026, -0.038, -0.049], [-0.010, 0.008, 0.021], [0.034, -0.015, 0.035], [0.025, 0.010, 0.013], [0.017, -0.012, 0.006], [0.007, -0.023, 0.003], [-0.017, 0.029, 0.024], [-0.012, 0.023, 0.004], [0.024, 0.009, -0.016], [-0.006, 0.010, -0.026], [0.015, -0.020, -0.025]]}

Max |F| values (in eV/A) by entry order: 2.439; 3.152; 2.407; 7.078; 5.287; 0.532.